Below is 6 unconnected molecules or ions with the total composition C45H55N3O2, with properties calculated with the ωB97M-V functional and the def2-TZVPD basis.

Properties
LUMO energy	0.29	eV
HOMO-LUMO gap	8.24	eV
net charge	0
E	-2062.00858	a.u.
multiplicity	1
highest occupied orbital energy	-0.292	Eh

Positions of all 105 atoms, in Å:
N -7.5629 2.2108 -3.3043
C -6.7631 3.4861 -3.6188
C -7.7564 4.5090 -4.4432
C -7.8359 4.2367 -6.0576
C -7.9904 2.6642 -6.4937
O -7.7041 2.4371 -7.9331
C -6.3335 3.9426 -2.0681
C -4.9012 3.1512 -1.9722
C -4.0546 3.1275 -0.5699
C -3.0363 1.8132 -0.4616
C -3.7668 0.4890 0.2162
C -4.6538 -0.3379 -0.8866
N -4.4518 -1.8367 -0.8834
C -5.1363 -2.9552 -0.1239
C -4.3680 -4.2745 -0.7326
C -3.2365 -3.8816 -1.8815
C -3.3644 -2.2425 -1.9004
N -4.2191 3.6372 -3.2541
C -5.2906 3.3442 -4.3258
O -4.9049 3.0029 -5.5577
H -7.3508 1.8583 -2.3453
H -8.5983 2.4379 -3.3294
H -7.2778 5.5951 -4.3140
H -8.8431 4.6066 -3.9590
H -8.8205 4.7862 -6.4485
H -6.9517 4.6871 -6.6815
H -7.2583 1.9266 -5.9100
H -9.0810 2.2241 -6.2940
H -8.0737 1.5065 -8.1349
H -6.2404 5.1290 -1.9864
H -7.1059 3.7105 -1.2024
H -5.1487 2.0423 -2.2516
H -3.3428 4.0791 -0.4756
H -4.7027 3.1142 0.4055
H -2.1066 2.0899 0.2006
H -2.6754 1.5136 -1.5468
H -2.9761 -0.2339 0.7401
H -4.4605 0.8876 1.1019
H -5.7999 -0.0590 -0.7499
H -4.2889 0.0420 -1.9579
H -5.9954 -2.8346 0.6610
H -4.5901 -5.4019 -0.4407
H -2.5433 -4.5691 -2.5273
H -2.7519 -1.5172 -2.6027
H -4.3101 4.6809 -3.1199
C -0.0649 -3.7128 1.6344
C 1.1148 -3.6954 2.3779
C 1.4510 -2.5685 3.1275
C 0.6089 -1.4563 3.1304
C -0.5662 -1.4702 2.3795
C -0.9043 -2.5985 1.6328
H -0.3299 -4.5936 1.0558
H 1.7724 -4.5611 2.3738
H 2.3688 -2.5566 3.7096
H 0.8692 -0.5792 3.7163
H -1.2197 -0.6012 2.3768
H -1.8213 -2.6100 1.0495
C 6.3713 -1.8318 1.3270
C 7.0762 -2.7489 0.5482
C 6.3922 -3.7447 -0.1484
C 5.0021 -3.8262 -0.0628
C 4.2979 -2.9147 0.7235
C 4.9816 -1.9166 1.4172
H 6.9040 -1.0519 1.8643
H 8.1597 -2.6871 0.4834
H 6.9416 -4.4572 -0.7581
H 4.4687 -4.6003 -0.6074
H 3.2150 -2.9817 0.7952
H 4.4324 -1.2049 2.0280
C 5.2636 2.9886 1.7312
C 5.0910 1.7369 1.1410
C 5.8965 1.3534 0.0692
C 6.8727 2.2240 -0.4159
C 7.0391 3.4794 0.1682
C 6.2361 3.8615 1.2426
H 4.6403 3.2844 2.5707
H 4.3286 1.0593 1.5173
H 5.7640 0.3764 -0.3883
H 7.5021 1.9245 -1.2493
H 7.7958 4.1604 -0.2135
H 6.3675 4.8389 1.6992
C 7.6544 4.7080 4.4910
C 8.8341 4.7255 5.2345
C 9.1703 5.8523 5.9842
C 8.3282 6.9646 5.9870
C 7.1531 6.9507 5.2361
C 6.8150 5.8224 4.4894
H 7.3894 3.8273 3.9124
H 9.4917 3.8598 5.2304
H 10.0881 5.8643 6.5662
H 8.5885 7.8416 6.5730
H 6.4996 7.8196 5.2334
H 5.8980 5.8108 3.9062
C 1.0720 -7.4553 0.7448
C 1.3725 -8.4865 -0.1447
C 0.9963 -9.7961 0.1520
C 0.3228 -10.0758 1.3413
C 0.0305 -9.0459 2.2351
C 0.4033 -7.7356 1.9368
H 1.3593 -6.4339 0.5103
H 1.8996 -8.2691 -1.0703
H 1.2277 -10.5990 -0.5431
H 0.0273 -11.0956 1.5715
H -0.4892 -9.2645 3.1648
H 0.1734 -6.9329 2.6324

These are the Mulliken partial charges, in e, on atoms 1 to 5:
1 N -0.52
2 C 0.99
3 C -0.77
4 C -0.58
5 C -0.22



Below is a molecular structure, C45H56BrI2N4O2SSbTi, with properties calculated with the ωB97M-V functional and the def2-TZVPD basis.

Properties
LUMO energy (alpha / beta)	4.04 / 4.03	eV
HOMO-LUMO gap (alpha / beta)	4.69 / 6.50	eV
net charge	-2
E	-6775.41996	a.u.
multiplicity	3
highest occupied orbital energy (alpha / beta)	-0.024 / -0.091	Eh
expectation value of S²	2.040

Positions of all 113 atoms, in Å:
Ti -1.1904 -0.0906 -0.0211
C -1.7532 -3.7207 -0.4249
C -2.9164 -3.4551 0.4792
C -3.9745 -4.3498 0.4520
C -5.0375 -4.2339 1.3240
C -5.0591 -3.1842 2.2210
C -4.0440 -2.2396 2.2558
C -4.1865 -1.1079 3.2396
C -2.9370 -2.3730 1.3789
N -1.9279 -1.4040 1.3977
C -1.5164 -1.0573 2.6560
O -1.4711 -1.7972 3.6382
C -1.1883 0.3865 2.7504
C -0.7532 1.0231 3.8889
C -0.4763 2.3999 3.8292
C -0.5232 3.0308 2.5899
C -0.9444 2.3233 1.4784
N -1.4094 1.0395 1.5737
C -0.9428 2.8199 0.1035
O -0.6558 4.0034 -0.1757
N -1.2803 1.8701 -0.8035
C -2.0276 2.3250 -1.8887
C -1.6341 2.1231 -3.2220
C -0.2722 1.6146 -3.5903
C -2.4897 2.4696 -4.2550
C -3.7198 3.0399 -4.0028
C -4.0733 3.3253 -2.6960
C -3.2440 3.0036 -1.6366
C -3.6336 3.4436 -0.2532
H -2.0878 -4.0945 -1.3952
H -1.1055 -4.4778 0.0242
H -1.1577 -2.8201 -0.5812
H -3.9466 -5.1634 -0.2595
H -5.8389 -4.9595 1.3188
H -5.8943 -3.0949 2.9066
H -5.2376 -0.9322 3.4775
H -3.7650 -0.1720 2.8676
H -3.6535 -1.3476 4.1623
H -0.6024 0.4499 4.7929
H -0.1478 2.9382 4.7049
H -0.2145 4.0590 2.4573
H 0.3177 1.4057 -2.6967
H 0.2509 2.3677 -4.1835
H -0.3430 0.7095 -4.1961
H -2.1658 2.3003 -5.2744
H -4.3842 3.3009 -4.8158
H -5.0152 3.8206 -2.4906
H -4.6997 3.6615 -0.2058
H -3.0813 4.3514 0.0001
H -3.3951 2.7036 0.5106
C -4.4147 0.1082 -0.1342
C -3.8516 -0.3651 -1.4389
C -4.7287 -0.5059 -2.5029
C -4.3044 -1.0036 -3.7178
C -2.9505 -1.3537 -3.8528
C -2.4252 -1.8744 -5.0461
C -1.0944 -2.2224 -5.1447
C -0.2423 -2.0122 -4.0774
C -0.7343 -1.4595 -2.8985
S 0.3287 -1.0861 -1.5953
C -2.0967 -1.1472 -2.7339
N -2.5367 -0.6591 -1.5237
H -5.1168 0.9244 -0.3063
H -3.6180 0.4492 0.5281
H -4.9394 -0.7118 0.3629
H -5.7573 -0.2030 -2.3697
H -4.9748 -1.1169 -4.5559
H -3.0896 -2.0068 -5.8892
H -0.7063 -2.6569 -6.0558
H 0.8093 -2.2565 -4.1330
I 1.3641 -2.3228 1.2817
I 1.9035 -5.1554 1.8158
Br 1.1977 0.0910 0.9880
C 3.7759 5.5784 -1.8107
C 2.4579 5.0387 -1.2834
C 1.8587 6.0165 -0.2850
C 1.4790 4.8712 -2.4369
Sb 2.4940 2.9939 -0.2602
C 4.0688 1.8592 -1.5347
C 4.0467 0.3920 -1.1142
C 3.6264 1.9406 -2.9894
C 5.4840 2.4060 -1.4241
C 3.7861 3.4212 1.6232
C 4.8075 4.5339 1.4464
C 4.4918 2.1515 2.0809
C 2.8046 3.8182 2.7194
H 3.6230 6.5779 -2.2307
H 4.1717 4.9523 -2.6071
H 4.5272 5.6634 -1.0303
H 1.6670 6.9769 -0.7707
H 2.5226 6.2005 0.5597
H 0.9087 5.6305 0.0761
H 1.3217 5.8259 -2.9442
H 0.5175 4.5329 -2.0590
H 1.8393 4.1533 -3.1725
H 3.1026 -0.0774 -1.3967
H 4.1900 0.2727 -0.0408
H 4.8442 -0.1626 -1.6175
H 2.6085 1.5721 -3.1080
H 4.2771 1.3230 -3.6152
H 3.6760 2.9608 -3.3664
H 5.9024 2.2481 -0.4347
H 5.5165 3.4689 -1.6473
H 6.1386 1.8944 -2.1372
H 5.4893 4.3300 0.6242
H 5.4075 4.6426 2.3577
H 4.3172 5.4886 1.2683
H 5.2356 1.8134 1.3646
H 3.7776 1.3451 2.2438
H 5.0069 2.3296 3.0307
H 2.2077 4.6821 2.4271
H 3.3413 4.0659 3.6424
H 2.1287 2.9920 2.9426

These are the Mulliken partial charges, in e, on atoms 1 to 5:
1 Ti -1.64
2 C -0.75
3 C 0.93
4 C -0.78
5 C -0.97